C7H5BrFIS in the gas phase at a distorted geometry. Source: the Open Molecules 2025 dataset; level of theory: wB97M-V/def2-TZVPD.

Each line ends with the natural charge from an NBO analysis.
CARTESIAN COORDINATES (ANGSTROEM)
C1 0.34182 -0.63127 -0.31557  -0.32
H1 -2.57126 0.22321 -0.55444  0.24
H2 1.54723 -0.76172 2.79795  0.24
I1 0.33777 3.08036 -0.95224  0.12
F1 -0.16256 -0.63521 -2.55248  -0.35
H3 -2.11788 0.85933 -2.19456  0.26
C2 -1.75459 0.75439 -1.18389  -0.59
H4 -2.04559 2.18036 0.24256  0.17
C3 2.12260 -1.66189 1.00544  -0.27
C4 0.26995 -0.34710 1.09558  -0.21
C5 -1.56728 2.09784 -0.69025  -0.21
Br1 3.62612 -2.52790 1.74369  0.11
S1 1.77138 -1.53722 -0.71561  0.46
C6 -0.58305 -0.29517 -1.27079  0.43
C7 1.22776 -1.06477 1.82492  -0.31
H5 -0.44241 0.26675 1.71969  0.23

## Properties
energy relative to the best compared isomer or geometry (same formula, charge and spin): 4.42 kJ/mol
charge: 0
lowest unoccupied orbital energy (spin up / spin down): -0.793 / -0.765 eV
E_tot: -99031.6783 eV

***

C4H8N2O3 in the gas phase at a distorted geometry. Source: the Open Molecules 2025 dataset; level of theory: wB97M-V/def2-TZVPD.

Each line ends with the natural charge from an NBO analysis.
CARTESIAN COORDINATES (ANGSTROEM)
H1 0.94373 2.50988 -0.32599  0.23
H2 0.42738 -2.37560 -0.86484  0.23
O1 -1.20164 2.82080 0.84785  -0.56
C1 0.62116 1.58326 -0.05538  -0.32
H3 -0.77313 -0.19592 1.50073  0.50
N1 0.12881 0.85854 -1.29141  -0.59
C2 0.53389 -1.41709 -0.27801  -0.34
H4 1.59381 -1.24378 -0.09084  0.22
H5 -0.48716 1.32841 -1.90956  0.42
H6 0.12004 -2.31480 1.52675  0.39
N2 -0.26528 -1.60165 0.96449  -0.82
C3 0.07653 -0.51416 -1.39397  0.64
C4 -0.52764 1.79822 0.85436  0.77
H7 -1.15934 -1.95192 0.72957  0.38
H8 1.36495 0.91979 0.47885  0.22
O2 -0.86925 0.77400 1.71890  -0.75
O3 -0.52686 -0.97798 -2.41151  -0.61

## Properties
energy relative to the best compared isomer or geometry (same formula, charge and spin): 165.97 kJ/mol
charge: 0
lowest unoccupied orbital energy: 0.386 eV
E_tot: -13399.9681 eV

***

A molecular structure, C26H45F3GaN2O10 at a distorted geometry. Source: the Open Molecules 2025 dataset; level of theory: wB97M-V/def2-TZVPD.

Each line ends with the Mulliken charge.
CARTESIAN COORDINATES (ANGSTROEM)
H1 1.77229 -4.41352 -1.92571  0.35
H2 -1.24731 4.73547 -4.42136  0.27
C1 0.69978 -4.55365 -2.01936  -0.84
C2 5.48917 -0.17119 1.72682  -0.46
C3 -4.30272 2.42534 8.74932  -0.52
C4 -0.57971 0.32403 5.28511  -0.31
C5 -0.90695 4.86823 -3.39812  -0.54
H3 4.76138 1.61293 0.77058  0.27
C6 2.69187 -1.50859 -2.60657  -0.73
H4 0.34563 -5.23618 -1.23409  0.34
C7 -0.17163 0.00943 -3.20912  -0.50
O1 0.72248 1.84432 2.49436  -0.55
C8 3.26700 -0.67837 1.50104  0.57
H5 6.33715 -0.15676 1.04443  0.36
C9 -0.05305 -3.21914 -1.95975  -0.51
H6 -0.00137 -0.57841 5.49530  0.25
H7 0.96942 6.03147 -3.38325  0.33
C10 -1.02904 0.23107 2.96058  -0.43
H8 -1.69537 0.63023 2.20136  0.36
H9 -2.73919 2.97096 7.32438  0.26
H10 3.12498 -0.12618 -4.26981  0.31
C11 0.60960 5.00587 -3.30574  -0.54
H11 -2.12218 -1.38101 -2.08250  0.18
C12 -2.61183 -0.78215 -2.84500  -0.57
N1 0.62280 -2.46045 -5.08363  -0.36
H12 -5.37920 2.25944 8.68087  0.27
O2 4.53105 -1.13348 1.26720  -0.40
O3 -4.35705 -2.92126 -6.03799  -0.47
N2 0.38204 -5.21473 -3.31928  -0.48
H13 -0.57756 -0.69980 2.61231  0.18
C13 -3.63495 1.20573 9.37529  -0.40
H14 0.96288 -6.04029 -3.44169  0.19
H15 -4.21334 -2.22949 -3.19964  0.45
H16 -0.56825 -5.56010 -3.22830  0.19
H17 3.15591 0.64194 3.16933  0.21
H18 0.08172 -2.86673 -0.93000  0.28
F1 5.46741 -2.27819 -4.00383  -0.34
C14 4.74341 1.15464 1.76103  -0.60
Ga1 0.72612 -1.83473 -3.25289  -0.24
H19 5.83854 -0.47626 2.71752  0.24
H20 -4.14073 3.35149 9.29815  0.32
C15 -3.37518 0.32290 8.16981  0.48
H21 -4.07688 -0.90352 -4.35986  0.37
H22 -1.73753 -0.12558 -4.74222  0.39
H23 -2.47958 0.83873 4.43141  0.11
C16 -3.52450 -3.26888 -5.31583  -0.02
H24 -3.29974 -4.32748 -5.13022  0.36
O4 -3.10045 -0.83987 8.17667  -0.57
H25 -0.07818 0.52212 -2.24991  0.45
H26 -4.27962 0.70204 10.08989  0.30
H27 2.58511 -0.77181 -1.81152  0.05
C17 0.07541 1.21706 3.27948  0.45
O5 0.27932 1.27381 4.62576  -0.40
C18 -3.50633 -1.59788 -3.74510  -0.82
C19 3.60488 -0.89699 -3.67349  -1.00
H28 3.06929 -2.44332 -2.19743  0.36
H29 -1.95909 1.10825 -3.55387  0.15
H30 -0.92889 0.74433 6.22565  0.13
H31 1.89082 3.91046 -1.91739  0.30
C20 0.90365 4.36617 -1.95711  -0.41
F2 4.59596 -1.41783 -5.73319  -0.34
C21 -3.69360 2.44026 7.35586  -0.43
H32 5.16502 1.86822 2.46858  0.34
H33 0.80903 5.07636 -1.13086  0.27
F3 3.64863 -3.02306 -4.68141  -0.18
C22 -1.71411 0.06973 4.31427  -0.25
O6 -2.16426 2.96046 -2.56549  -0.63
H34 -2.18891 -0.89902 4.45659  0.42
H35 -2.67930 1.45524 9.83860  0.25
C23 -1.16720 3.61814 -2.57739  0.54
C24 3.32079 0.71422 2.09323  -0.26
H36 4.42977 -0.39499 -3.15690  0.33
H37 -3.29031 -0.10619 -2.32171  0.38
O7 2.28827 -1.32919 1.29058  -0.55
H38 1.20264 -1.88163 -5.68196  0.14
H39 -1.11416 -3.44650 -2.10333  0.43
H40 -4.36235 2.87333 6.61550  0.33
C25 -1.63548 0.07067 -3.68003  -0.71
H41 1.07890 4.42395 -4.10044  0.29
C26 4.30234 -1.91679 -4.53979  0.89
H42 -1.42548 5.70813 -2.93262  0.26
O8 -0.09101 3.34859 -1.79774  -0.17
H43 2.57984 1.35508 1.64257  0.31
H44 0.86184 -3.43964 -5.17080  0.21
O9 -2.73009 -2.43464 -4.63912  0.00
H45 0.39748 0.63557 -3.91494  0.34
O10 -3.45796 1.05906 7.02985  -0.27

## Properties
charge: -1
lowest unoccupied orbital energy: 1.688 eV
E_tot: -111677.0402 eV

***

4 unconnected molecules or ions with the total composition C20H29ClN2O18S3 at a distorted geometry. Source: the Open Molecules 2025 dataset; level of theory: wB97M-V/def2-TZVPD.

Each line ends with the Mulliken charge.
CARTESIAN COORDINATES (ANGSTROEM)
O1 3.57254 -2.06386 -3.08487  -0.49
H1 0.57884 -1.68222 3.83079  0.40
N1 -0.98402 -3.78061 -2.05290  0.28
C1 0.33954 4.45844 3.93532  0.06
Cl1 0.26585 0.43418 2.13758  -0.15
H2 -0.86891 -2.96546 1.45078  0.22
O2 0.38557 -1.76989 -0.36524  -0.36
H3 -1.45330 1.46143 -3.14990  -0.11
H4 2.08310 -0.03228 -2.69138  0.68
H5 5.96721 -5.48185 0.30210  0.40
O3 -4.49214 2.58532 -2.38961  -0.47
O4 -2.61132 2.97941 -3.92596  -0.37
C2 -0.61729 4.61044 5.09862  -0.24
C3 -0.77038 -2.15976 2.17354  -0.44
C4 3.22698 -2.62651 -2.09551  0.28
C5 -3.92480 3.10800 0.39058  -0.41
C6 -2.68423 0.82536 -4.81487  -0.39
H6 1.04165 -1.96651 -3.65540  0.66
O5 -1.38847 -0.45327 -0.81700  -0.62
H7 -4.81089 2.48454 0.33314  0.31
H8 1.71577 1.53227 -0.49728  0.32
C7 -0.62472 -0.94623 -0.03817  -0.12
H9 0.29921 -3.37329 3.54914  0.42
C8 4.72718 -4.10053 -0.80610  -0.36
S1 1.52188 3.71757 6.00234  1.09
N2 2.15320 0.65905 -0.74331  -0.60
C9 1.19251 -1.49101 -1.51992  1.37
H10 -1.62960 4.31376 4.85518  0.29
C10 5.18894 -5.36079 -0.43599  -0.62
H11 -0.45399 -1.71654 -2.80049  0.64
H12 -1.64459 -2.23164 2.81689  0.44
H13 -1.82894 -0.41047 1.58099  0.29
C11 3.70651 -3.99737 -1.75021  0.54
O6 -4.90950 3.20351 -4.75030  -0.56
C12 4.63873 -6.50877 -0.99732  -0.41
O7 -0.07192 3.74381 6.11031  -0.35
C13 0.45042 -2.41797 3.04719  -1.32
C14 -0.82290 -0.78652 1.45690  0.66
O8 0.34990 -3.54694 -2.49949  -0.14
O9 -1.05923 -4.77476 -1.46483  -0.35
H14 -2.21917 1.77157 0.57918  -0.26
C15 0.54014 -2.15969 -2.71354  -1.83
O10 -1.98274 3.56927 1.59596  -0.19
O11 2.07411 4.62676 6.93928  -0.55
C16 3.64355 -6.40579 -1.96137  -0.78
H15 -2.79684 1.04870 -5.87761  0.31
C17 1.43852 -0.02106 -1.81013  -0.55
O12 -4.21615 4.32424 1.11761  -0.31
H16 4.97104 -7.49234 -0.70114  0.39
H17 2.40998 -5.08754 -3.08585  0.42
H18 0.15792 3.53513 3.38145  -0.02
H19 3.19266 -7.27156 -2.41727  0.40
O13 1.63720 4.36806 4.54460  -0.35
H20 -0.62043 5.63208 5.48374  0.30
H21 2.24914 0.09800 0.08981  0.27
O14 1.94240 2.36437 5.94629  -0.52
H22 -3.17623 1.96168 2.06953  0.20
H23 -0.91445 2.09308 -4.72587  0.37
H24 5.17079 -3.22663 -0.35398  0.45
C18 -2.80186 2.46897 1.17615  0.37
O15 -3.95529 1.00530 -4.17603  -0.34
H25 -3.60294 3.37172 -0.60646  0.39
C19 -1.78062 1.82637 -4.12652  0.10
C20 3.18192 -5.14119 -2.33320  -0.17
H26 0.52784 0.49537 -2.11174  -0.13
O16 2.44508 -2.05299 -1.13240  -0.24
S2 -2.90706 4.85080 1.85343  1.06
H27 -2.34768 -0.20010 -4.69188  0.30
O17 -2.35482 5.94330 1.14116  -0.58
H28 1.35237 -2.54252 2.45465  0.26
O18 -3.18410 4.93541 3.24471  -0.57
H29 0.31275 5.30004 3.24805  0.32
S3 -4.14145 2.53914 -3.76595  1.05

## Properties
charge: 0
lowest unoccupied orbital energy: -0.523 eV
E_tot: -106068.2473 eV

***

A molecular structure, C33H34BBr2N10OPbS2 at a distorted geometry. Source: the Open Molecules 2025 dataset; level of theory: wB97M-V/def2-TZVPD.

Each line ends with the Mulliken charge.
CARTESIAN COORDINATES (ANGSTROEM)
H1 1.54732 -1.50544 -4.81870  0.41
H2 4.09191 0.15744 5.04533  0.54
S1 1.27949 1.11617 -1.72721  -0.02
H3 2.26060 -1.00146 -3.27227  0.40
H4 2.25593 -4.35438 1.73576  0.50
H5 -2.61324 0.85697 5.22729  0.47
C1 1.17167 1.45658 -3.40492  -0.07
C2 1.38879 -0.92096 -3.91542  -1.16
C3 -2.82125 3.88097 0.32974  -1.27
Br1 -2.45002 -0.87674 -5.35530  -0.16
C4 3.13602 -3.42557 3.44832  -0.90
N1 -1.78624 0.53282 3.29825  -0.11
C5 3.34098 1.59941 3.57677  -0.72
B1 -1.22425 1.93884 3.03562  -0.35
C6 -3.43130 -4.45578 -3.54418  -0.11
C7 -2.43272 3.69641 1.63543  -0.21
N2 1.17391 0.47642 -4.31053  0.36
H6 4.13831 2.31017 3.74144  0.51
N3 0.42552 1.85934 3.13991  0.82
H7 3.40715 1.89636 1.43578  0.78
C8 -2.41002 -5.16206 -0.03194  -1.32
C9 -2.63577 -2.24948 -4.06593  -0.15
H8 -2.40403 2.48527 -1.39151  0.60
N4 -1.72930 -2.95398 -0.63514  0.20
C10 2.44582 -1.00239 2.26825  -0.49
H9 0.51724 -1.29895 -3.37812  0.25
C11 1.11912 3.41168 1.26763  -1.48
C12 -2.28328 -3.11689 -1.86634  -0.01
N5 -1.73767 2.53395 1.71934  -0.36
H10 0.18393 1.61392 -5.78602  0.38
C13 0.67697 0.65381 -5.67939  -1.15
H11 -3.51115 -6.26736 -1.48513  0.33
H12 -2.62342 4.29193 2.51845  0.44
C14 1.29946 2.07047 1.94878  0.12
H13 -0.05108 3.49965 -2.29442  0.12
C15 2.49600 -3.42520 2.23865  -0.68
H14 -2.43774 -5.93665 0.72433  0.41
H15 0.35174 4.64574 -3.58160  0.40
C16 2.31533 1.34490 4.63047  -0.66
Br2 -4.32210 -6.03454 -4.09716  -0.23
C17 -2.45354 -1.48053 2.96304  -0.42
Pb1 -0.78234 -0.41306 -0.13365  2.11
H16 -1.55267 2.66246 3.93717  -0.14
H17 0.34789 4.00901 1.74893  0.29
C18 1.96824 3.18329 -4.97173  -1.17
C19 -2.91709 -1.12381 4.23847  -1.32
C20 3.36054 0.26767 4.25712  -0.34
C21 2.11637 -2.21554 1.59540  0.68
H18 -3.39060 4.70313 -0.07618  0.45
C22 -2.92801 -4.32874 -2.23483  0.82
C23 -2.13590 -2.00425 -2.78475  0.28
N6 2.15692 0.25891 1.78989  -0.32
H19 1.57803 4.19646 -2.37693  0.32
C24 -2.47494 0.16713 4.40601  -0.16
C25 -1.75929 -3.94649 0.22699  -0.29
N7 1.07329 0.77581 1.21534  0.61
H20 2.05726 3.96741 1.30796  0.52
C26 3.42442 -2.21282 4.09511  -0.79
C27 2.73401 1.55083 2.21671  -0.50
C28 -3.27316 -3.43887 -4.44093  -0.46
N8 -1.77207 -0.48827 2.39865  0.48
H21 -3.63684 -3.55196 -5.45350  0.45
N9 -1.66873 1.95452 0.48763  0.38
C29 -2.31876 2.75700 -0.34489  -0.52
H22 3.89294 -2.22405 5.07359  0.45
N10 1.12806 2.74281 -3.85509  0.13
H23 -0.05640 -0.12668 -5.87719  0.30
H24 0.15873 1.14443 4.98962  0.68
H25 -1.23007 -3.79189 1.16717  0.66
C30 0.73321 3.82878 -2.96756  -0.88
H26 2.51349 2.34913 -5.39970  0.37
H27 -2.60645 -2.41078 2.43199  0.42
S2 1.38237 -2.31028 0.05875  -0.12
O1 -1.55872 -0.89501 -2.44757  -0.73
H28 2.69786 3.90591 -4.59801  0.40
H29 1.48205 0.57064 -6.41089  0.32
H30 1.37767 3.66462 -5.75301  0.32
C31 0.89996 1.40354 4.23538  -0.38
H31 3.40806 -4.36337 3.91567  0.40
C32 3.09155 -1.00700 3.52334  0.76
H32 0.85142 3.25297 0.22343  0.09
C33 -2.99963 -5.34264 -1.25183  -0.62
H33 2.46613 1.73481 5.62799  0.59
H34 -3.50388 -1.71660 4.92260  0.44

## Properties
charge: +1
lowest unoccupied orbital energy (spin up / spin down): -4.078 / -5.143 eV
E_tot: -219394.9107 eV